DFT (ωB97M-V with the def2-TZVPD basis set) results for 11 unconnected molecules or ions with the total composition C6H34N2O10 in a non-equilibrium geometry.

Last column: Mulliken charge in e.
Cartesian coordinates (Å):
C  -1.77787  -2.11809  -0.98199  -0.9102
N  -1.80744  -0.67125  -0.66406  0.4490
C  -2.38657  0.23396  -1.75531  -0.6976
C  -1.28053  1.14663  -2.25842  -0.8476
C  -0.05108  0.96176  -1.38072  0.7190
C  -0.45187  -0.09786  -0.33784  0.5362
C  -0.56136  0.48649  1.09909  -1.0623
N  -1.45862  1.68120  1.23527  -0.3828
H  -2.61837  -2.47369  -1.55861  0.4729
H  -1.48369  -2.78635  -0.06578  0.1860
H  -0.85127  -2.30940  -1.57355  0.1645
H  -3.14286  0.84108  -1.13399  0.1802
H  -2.76219  -0.33175  -2.61563  0.3779
H  -1.54187  2.25919  -2.26877  0.2443
H  -1.19857  0.82997  -3.25729  0.4464
H  0.82441  0.62568  -1.95761  -1.2187
H  0.39461  1.98952  -1.05900  0.3319
H  0.25925  -1.05529  -0.16264  0.6000
H  0.50977  0.86663  1.14485  -0.4005
H  -0.90378  -0.33997  1.81344  0.3783
H  -1.50562  2.13635  0.37424  0.3985
H  -2.32359  1.35888  1.58527  0.2872
H  4.86596  1.50579  0.71988  0.2672
H  3.40832  1.93745  0.63070  0.3053
O  3.94454  1.14903  0.80486  -0.5925
H  2.42531  0.07806  -2.15380  0.2406
H  3.53668  0.14880  -3.07518  0.3302
O  2.62803  -0.01795  -3.19341  -0.6613
H  -0.90858  3.62508  2.08892  0.3125
H  0.24327  4.68856  1.84155  0.3322
O  -0.16610  4.09315  2.54460  -0.7326
H  -3.05236  -0.64486  0.82148  0.3656
H  -4.29126  -1.49490  0.56903  0.3696
O  -3.87900  -0.86506  1.28087  -0.7777
H  -0.44941  -2.34331  2.90019  0.3582
H  0.84066  -2.91020  2.98414  0.2732
O  0.30532  -2.59911  2.25280  -0.5798
H  3.34264  -0.29061  1.82885  0.4426
H  2.04557  -1.07813  1.76072  0.2938
O  2.97745  -1.15084  1.77094  -0.7638
H  3.15210  -1.14578  0.25211  0.3970
H  3.10415  -2.07588  -0.98087  0.1705
O  2.79701  -1.37743  -0.68924  -0.5057
H  0.96897  2.29375  1.10607  0.4071
H  1.70465  3.29101  2.08187  0.3199
O  1.81895  2.81955  1.22028  -0.7325
H  -2.86379  -1.55089  2.49652  0.3809
H  -2.43985  -2.97578  2.37782  0.3268
O  -2.41106  -2.24563  3.05881  -0.7777
H  0.33292  -1.71835  -3.42601  0.2644
H  1.53785  -1.08570  -3.89831  0.3897
O  0.60013  -1.29350  -4.19715  -0.6758

Output
Largest force on an atom: 13.281 eV/Å
Orbital gap: 9.327 eV
Structure (SMILES): CN1CCC[C@H]1CN.O.O.O.O.O.O.O.O.O.O
Relative energy (zero: lowest compared OMol25 entry of this formula, charge and spin): 315.11 kJ/mol
HOMO level: -9.06 eV

***

DFT (ωB97M-V with the def2-TZVPD basis set) results for 13 unconnected molecules or ions with the total composition C6H36Br2ClNO13P in a non-equilibrium geometry.

Last column: Mulliken charge in e.
Cartesian coordinates (Å):
C  0.48541  0.11574  1.59387  -0.7943
C  0.02163  0.19836  0.10453  -0.1278
Br  0.25608  -1.53837  -0.81530  -0.1365
C  -1.39478  0.82149  -0.13850  -0.5278
Br  -1.22684  2.72308  -0.60387  0.0194
P  -2.62921  0.53889  1.21793  -0.0047
C  -2.54856  -1.12195  2.01600  -0.4183
N  -2.86258  -2.18144  1.01171  -0.5258
C  -4.36872  0.76572  0.55085  -0.4984
C  -4.65346  2.21473  0.01269  0.2990
O  -5.21407  2.35130  -0.99085  -0.4136
Cl  -4.19321  3.74002  0.88754  -0.1097
H  -0.06106  0.77917  2.29057  0.2565
H  0.49614  -0.94452  1.91153  0.3713
H  1.55993  0.44237  1.61709  -0.0227
H  0.73918  0.86910  -0.40248  0.5749
H  -1.81393  0.32936  -1.04310  0.5742
H  -2.44281  1.53327  2.20321  0.2064
H  -1.60877  -1.31134  2.56376  0.3824
H  -3.36021  -1.13058  2.78448  0.4649
H  -3.56055  -2.78548  1.44354  0.3073
H  -3.29287  -1.75582  0.19271  0.2087
H  -4.44892  0.07197  -0.30958  0.3861
H  -5.13464  0.45498  1.29062  0.5184
O  -6.06911  -1.76322  0.57137  -0.5571
H  -6.65331  -1.17448  0.07478  0.2922
H  -6.66467  -2.44042  0.91401  0.2893
O  3.73323  0.48891  2.07792  -0.6934
H  3.74945  1.44425  1.94969  0.3006
H  4.60883  0.29147  2.43777  0.2995
O  6.57524  1.26224  1.68845  -0.6050
H  6.51384  2.05623  1.14626  0.3145
H  7.10308  0.65658  1.15434  0.3042
O  -0.06203  -1.97085  -4.05934  -0.6023
H  0.01809  -1.75339  -3.12115  0.2648
H  -0.29154  -1.13497  -4.48074  0.3144
O  5.32154  0.49782  -0.61844  -0.5927
H  5.68980  -0.28863  -1.04376  0.3054
H  4.63091  0.15029  -0.03986  0.3040
O  -5.98020  1.36529  3.47496  -0.5998
H  -5.91223  1.57032  4.41492  0.3074
H  -6.20851  2.20835  3.06503  0.3145
O  -6.69023  0.21217  -2.42323  -0.6493
H  -7.21534  0.87115  -2.89291  0.3117
H  -6.07438  0.73328  -1.89513  0.3682
O  7.23714  -2.20170  -0.57858  -0.6018
H  7.60432  -2.98626  -1.00536  0.2940
H  6.54654  -2.54951  -0.00272  0.3062
O  -5.80886  1.64670  -5.40801  -0.6161
H  -6.01467  2.58557  -5.48397  0.3257
H  -5.86341  1.46792  -4.46292  0.3024
O  3.66948  -2.78566  -1.68827  -0.5864
H  2.86952  -2.36461  -1.35484  0.2665
H  3.45033  -3.02582  -2.59614  0.3190
O  8.58673  -2.94087  -3.32981  -0.6231
H  9.28930  -2.28654  -3.41357  0.3169
H  8.00188  -2.75374  -4.07220  0.3143
O  7.13933  3.19772  4.26042  -0.6294
H  7.32143  2.51799  3.59795  0.3237
H  7.10530  4.01635  3.75411  0.3073

Output
Largest force on an atom: 2.470 eV/Å
Charge: +1
Orbital gap: 8.892 eV
HOMO level: -12.58 eV

***

DFT (ωB97M-V with the def2-TZVPD basis set) results for 13 unconnected molecules or ions with the total composition C6H36O12 in a non-equilibrium geometry.

Last column: Mulliken charge in e.
Cartesian coordinates (Å):
C  2.37587  1.86316  -2.25215  -1.4292
C  1.00919  1.38769  -1.81894  0.0477
C  0.74244  -0.13920  -1.69963  -0.7889
C  0.31416  -0.48043  -0.27992  1.5920
C  1.26185  -0.93413  0.53965  -1.4363
C  -1.05684  -0.02499  0.16448  -0.9454
H  2.55936  2.90459  -1.96209  0.3776
H  2.57196  1.66033  -3.30005  0.3612
H  3.20207  1.46826  -1.64279  0.3061
H  0.86963  1.76696  -0.80788  -0.1522
H  0.23039  1.78246  -2.46921  0.4141
H  0.01501  -0.43965  -2.45876  0.2305
H  1.63818  -0.74118  -1.88024  0.5332
H  1.18990  -0.94298  1.62284  0.3490
H  2.17160  -1.40710  0.18759  0.1287
H  -0.90617  0.49602  1.10942  0.5189
H  -1.45169  0.65999  -0.57698  0.2587
H  -1.69545  -0.88131  0.33667  -0.0419
H  -0.54436  -2.54405  -1.57454  0.3208
H  -2.06197  -2.76751  -1.20163  0.2408
O  -1.17591  -3.12282  -1.14462  -0.6307
H  -1.56194  -1.15302  2.86602  0.3199
H  -0.31681  -1.17153  3.88146  0.2869
O  -0.84766  -0.65301  3.28196  -0.5791
H  -4.54260  -3.43437  -1.81096  0.3096
H  -4.98957  -1.99494  -1.32760  0.3471
O  -4.83391  -2.56278  -2.08670  -0.6779
H  2.57554  -4.30506  -1.49637  0.2992
H  1.75598  -4.85676  -0.24478  0.2970
O  2.28966  -4.14584  -0.59732  -0.5748
H  0.26664  -4.17898  1.83077  0.3119
H  -0.35552  -3.87630  0.48071  0.3131
O  -0.59224  -4.09064  1.40303  -0.6920
H  -3.16767  3.22988  0.54808  0.3255
H  -1.77574  3.02887  -0.24145  0.3094
O  -2.50315  3.61131  -0.02370  -0.6502
H  -3.44737  -1.14182  -2.27551  0.2279
H  -2.52006  -0.40384  -3.05898  0.2468
O  -2.49716  -0.91545  -2.23473  -0.4782
H  2.00165  4.90446  0.19256  0.3778
H  1.43758  5.63883  -1.04782  0.2742
O  2.25340  5.35972  -0.62814  -0.6431
H  0.89898  1.94896  3.59059  0.2915
H  0.78175  0.83503  2.56690  0.1760
O  1.28850  1.64070  2.76301  -0.6955
H  4.97041  2.89216  1.09847  0.3122
H  3.95467  2.06068  1.88714  0.3138
O  4.89163  2.25231  1.81153  -0.6468
H  -3.52556  -3.05443  2.26233  0.3001
H  -2.01913  -3.15101  1.87300  0.4100
O  -2.77385  -2.53670  1.96550  -0.6792
H  -0.00123  3.61988  0.78064  0.2549
H  0.86509  3.12735  1.84072  0.4048
O  0.78048  3.91222  1.25845  -0.6477

Output
Largest force on an atom: 1.827 eV/Å
Orbital gap: 8.967 eV
Relative energy (zero: lowest compared OMol25 entry of this formula, charge and spin): 213.16 kJ/mol
HOMO level: -9.07 eV

***

Which value of largest force on an atom does entry 3 give? 1.827 eV/Å